ORCA calculation (ωB97M-V/def2-TZVPD) on a molecular structure, C18H40CrN3O3SSi3.

E_tot	-92818.1699	eV
strongest force on any atom	0.8	eV/Å
spin multiplicity	5
energy relative to the best compared isomer or geometry (same formula, charge and spin)	0.0	kcal/mol
expectation value of S²	6.03
E_HOMO (alpha / beta)	-10.540 / -10.689	eV
total charge	+1

Structure (XYZ):
```
69
Properties=species:S:1:pos:R:3:forces:R:3
Cr 0.976 -1.021 -0.007 0.49 0.34 -0.50
C 4.139 -1.566 -0.531 0.03 -0.15 -0.11
O 3.000 -0.764 -0.252 -0.21 0.24 0.10
Si 2.921 0.960 -0.432 -0.11 -0.06 0.07
C 3.240 1.244 -2.246 0.03 -0.03 -0.02
C 4.351 1.699 0.495 0.12 -0.05 -0.05
C 1.213 1.114 0.203 -0.22 0.12 0.08
Si 0.064 2.026 -0.944 0.12 -0.07 0.03
C -1.701 2.189 -0.318 -0.01 -0.09 -0.06
C -0.095 1.108 -2.589 -0.02 -0.15 0.01
C 0.628 3.780 -1.291 0.00 0.01 0.04
Si 1.175 1.544 2.018 0.00 -0.02 0.06
C -0.530 1.660 2.805 0.01 -0.06 -0.03
C 2.071 0.203 2.996 -0.07 -0.11 -0.02
C 1.939 3.206 2.439 0.04 0.02 -0.09
H 4.973 -1.239 0.090 0.04 -0.02 0.00
H 4.410 -1.484 -1.584 0.03 -0.02 -0.02
H 3.901 -2.602 -0.298 0.04 0.03 -0.02
H 4.311 1.158 -2.442 0.04 -0.02 -0.04
H 2.930 2.230 -2.581 -0.01 0.11 -0.01
H 2.721 0.510 -2.861 -0.02 -0.06 -0.05
H 5.288 1.365 0.045 0.05 -0.01 0.01
H 4.369 1.453 1.552 0.01 -0.01 0.09
H 4.326 2.786 0.405 0.00 0.06 -0.04
H -2.121 1.219 -0.057 -0.05 -0.03 0.07
H -2.308 2.614 -1.120 -0.04 0.01 -0.06
H -1.794 2.843 0.541 -0.01 0.10 0.13
H 0.026 0.023 -2.488 -0.03 0.00 0.02
H 0.632 1.441 -3.326 0.05 0.05 -0.06
H -1.087 1.271 -3.015 -0.03 0.07 -0.03
H 0.541 4.388 -0.389 0.00 0.05 0.05
H 0.016 4.250 -2.062 -0.06 0.02 -0.05
H 1.665 3.833 -1.618 0.08 0.01 -0.02
H -1.137 0.770 2.651 -0.05 -0.08 -0.02
H -1.087 2.526 2.464 -0.07 0.14 -0.04
H -0.375 1.783 3.879 0.00 -0.03 0.07
H 1.719 -0.801 2.730 -0.03 -0.01 0.02
H 1.885 0.326 4.063 0.01 0.04 0.07
H 3.148 0.208 2.848 0.13 -0.01 -0.03
H 1.377 4.001 1.947 -0.02 0.08 -0.03
H 2.982 3.310 2.146 0.01 0.00 0.00
H 1.879 3.386 3.513 -0.02 -0.01 0.09
C -5.719 -0.053 1.694 0.00 0.00 -0.02
C -4.675 -0.476 0.720 0.07 -0.01 -0.14
C -4.810 -0.464 -0.642 0.03 0.00 0.10
C -3.712 -0.862 -1.424 0.04 0.01 -0.11
N -2.558 -1.255 -0.894 -0.05 -0.02 0.15
C -2.427 -1.255 0.431 0.08 0.11 -0.25
S -0.984 -1.677 1.234 -0.23 -0.24 0.36
N -3.481 -0.878 1.213 0.03 -0.04 0.10
C -3.767 -0.843 -2.915 -0.07 0.01 0.03
H -6.659 0.135 1.185 -0.01 0.02 0.00
H -5.404 0.863 2.197 0.00 0.01 0.01
H -5.878 -0.819 2.453 0.01 -0.02 0.01
H -5.736 -0.143 -1.093 0.00 -0.01 -0.03
H -3.321 -0.870 2.214 0.00 0.01 -0.05
H -4.762 -0.626 -3.294 -0.02 0.00 0.02
H -3.420 -1.799 -3.302 0.01 -0.02 -0.02
H -3.074 -0.081 -3.275 0.03 0.01 -0.02
N 0.136 -5.842 0.146 -0.07 0.00 0.03
C -0.099 -4.808 -0.852 0.03 0.02 -0.17
C 0.929 -3.705 -0.700 0.12 -0.07 0.14
O 0.979 -2.709 -1.409 -0.18 -0.14 0.42
O 1.757 -3.859 0.316 -0.16 0.00 -0.08
H -0.665 -5.993 0.743 0.05 -0.01 -0.03
H 1.485 -4.717 0.741 -0.01 0.02 -0.06
H 0.410 -6.728 -0.258 -0.02 0.02 -0.01
H -1.069 -4.317 -0.724 0.08 -0.05 -0.02
H -0.053 -5.167 -1.883 -0.02 0.00 0.06
```
Forces are in eV/Å.



ORCA calculation (ωB97M-V/def2-TZVPD) on a single C4H8O2 molecule in a non-equilibrium geometry.

E_tot	-8371.6284	eV
strongest force on any atom	3.6	eV/Å
spin multiplicity	1
SMILES	CCOC(C)=O
energy relative to the best compared isomer or geometry (same formula, charge and spin)	38.1	kcal/mol
E_HOMO	-10.225	eV
total charge	0

Structure (XYZ):
```
14
Properties=species:S:1:pos:R:3:forces:R:3
C 1.478 1.517 -1.003 0.06 0.08 0.01
C 0.806 0.174 -0.871 0.21 0.08 -0.18
O 0.206 0.112 0.445 -0.06 0.01 0.11
C -0.726 -0.820 0.527 0.25 -0.71 -0.91
C -1.678 -0.957 1.650 -0.21 -0.65 -0.60
O -0.984 -1.583 -0.399 1.35 0.21 -0.61
H 0.745 2.324 -0.916 0.12 -0.09 -0.01
H 2.238 1.648 -0.229 -0.06 0.03 -0.10
H 1.959 1.589 -1.983 -0.05 0.01 0.14
H 0.020 0.021 -1.617 0.18 0.09 0.14
H 1.510 -0.658 -0.962 -0.06 0.12 0.00
H -1.843 -0.078 2.308 -0.54 -0.55 -0.93
H -1.462 -1.825 2.273 0.49 0.09 0.07
H -2.269 -1.464 0.776 -1.68 1.28 2.86
```
Forces are in eV/Å.



ORCA calculation (ωB97M-V/def2-TZVPD) on a single C16H18BFIO6P molecule in a non-equilibrium geometry.

E_tot	-49953.0303	eV
strongest force on any atom	2.8	eV/Å
spin multiplicity	1
SMILES	CC[C@H](F)c1c(I)c2c(c(CCO)c1P(O)O)C(=O)C(B(C)O)=CC2=O
energy relative to the best compared isomer or geometry (same formula, charge and spin)	0.0	kcal/mol
E_HOMO	-8.620	eV
total charge	0

Structure (XYZ):
```
44
Properties=species:S:1:pos:R:3:forces:R:3
C 3.287 4.159 -0.640 0.36 0.16 -0.61
C 2.672 3.073 -1.546 0.15 0.52 1.03
C 1.136 3.005 -1.374 0.47 -0.14 0.04
F 0.679 3.878 -0.383 0.09 0.10 0.22
C 0.535 1.644 -1.038 0.60 0.89 -0.38
C -0.487 1.144 -1.812 -0.45 1.26 -1.81
I -1.204 2.297 -3.460 -0.07 -0.07 0.07
C -1.089 -0.046 -1.570 -0.91 -0.85 -0.50
C -0.678 -0.800 -0.490 -0.37 -1.15 0.31
C 0.335 -0.352 0.324 0.31 -0.28 0.77
C 0.741 -1.186 1.522 -0.03 -0.18 -0.06
C 1.871 -2.197 1.225 0.23 0.68 -0.16
O 2.712 -2.267 2.363 -0.21 -0.74 0.38
C 0.935 0.881 0.038 0.57 -1.08 1.69
P 2.260 1.504 1.178 1.23 2.51 -0.48
O 3.387 0.296 1.241 -0.86 -0.65 0.16
O 1.548 1.678 2.657 -0.44 -0.85 -0.81
C -1.397 -2.108 -0.219 0.24 -0.28 -0.15
O -0.844 -3.096 0.232 -0.58 0.67 -0.26
C -2.849 -2.110 -0.580 -0.34 -0.29 0.28
B -3.935 -2.912 0.236 -0.33 -0.40 0.68
C -4.624 -2.314 1.540 0.83 0.29 -0.20
O -4.352 -4.142 -0.182 0.69 0.11 0.06
C -3.239 -1.377 -1.616 0.38 0.46 0.10
C -2.217 -0.613 -2.395 -0.67 -0.26 -0.71
O -2.314 -0.528 -3.603 0.25 0.08 0.78
H 4.378 4.106 -0.663 -0.02 -0.15 -0.13
H 3.032 5.146 -1.028 -0.16 0.06 0.23
H 2.990 4.050 0.392 -0.19 0.11 0.06
H 3.146 2.127 -1.295 -0.08 -0.16 -0.23
H 2.921 3.346 -2.570 -0.13 -0.30 -0.16
H 0.712 3.385 -2.295 -0.14 -0.11 0.12
H 1.083 -0.595 2.369 0.16 0.14 -0.20
H -0.139 -1.716 1.878 0.06 -0.08 0.11
H 2.465 -1.833 0.385 -0.17 -0.05 -0.16
H 1.447 -3.162 0.952 0.10 -0.07 0.23
H 3.608 -2.036 2.121 -0.01 0.16 -0.11
H 4.248 0.721 1.228 0.02 0.14 0.03
H 0.640 1.346 2.625 0.05 -0.03 0.43
H -4.549 -2.992 2.395 -0.07 -0.07 -0.06
H -4.129 -1.384 1.827 -0.21 0.06 0.14
H -5.681 -2.107 1.362 -0.02 0.00 -0.03
H -4.762 -4.581 0.570 -0.44 -0.15 -0.26
H -4.283 -1.335 -1.901 0.11 0.02 -0.45
```
Forces are in eV/Å.



ORCA calculation (ωB97M-V/def2-TZVPD) on a molecular structure, C31H33BrCl2N7O5V.

E_tot	-174124.9260	eV
strongest force on any atom	1.0	eV/Å
spin multiplicity	4
energy relative to the best compared isomer or geometry (same formula, charge and spin)	33.2	kcal/mol
expectation value of S²	3.77
E_HOMO (alpha / beta)	-8.340 / -10.271	eV
total charge	+1

Structure (XYZ):
```
80
Properties=species:S:1:pos:R:3:forces:R:3
V 0.023 -0.376 1.155 -0.18 0.03 -0.58
O 0.584 -3.192 2.311 -0.15 -0.08 0.18
C -0.341 -4.068 1.730 -0.11 -0.17 -0.04
C -0.799 -3.686 0.335 -0.13 -0.06 0.26
C -1.217 -4.694 -0.528 0.01 0.10 0.05
C -1.739 -4.362 -1.763 0.00 0.06 -0.01
C -1.821 -3.020 -2.104 0.00 -0.08 0.06
C -1.357 -2.084 -1.200 -0.03 0.00 -0.07
N -0.858 -2.394 0.001 0.39 0.26 -0.27
H 1.455 -3.348 1.930 -0.01 -0.06 0.05
H -1.220 -4.063 2.379 -0.01 0.02 -0.01
H 0.031 -5.098 1.701 -0.01 0.04 0.01
H -1.121 -5.725 -0.219 -0.01 -0.04 0.00
H -2.066 -5.132 -2.448 -0.01 0.00 -0.02
H -2.213 -2.701 -3.059 -0.01 0.01 -0.03
H -1.354 -1.035 -1.457 0.02 0.01 -0.02
Cl -7.285 -0.212 2.622 -0.01 0.01 -0.02
C -5.570 -0.392 2.451 0.12 0.07 -0.10
C -4.894 -1.280 3.305 0.10 -0.08 0.08
C -3.538 -1.465 3.217 -0.41 0.16 -0.06
Cl -2.738 -2.529 4.308 0.08 -0.03 -0.02
C -2.774 -0.763 2.246 0.51 -0.04 0.04
O -1.507 -0.943 2.159 -0.54 -0.38 0.73
C -3.481 0.135 1.411 0.21 0.36 -0.40
C -2.769 0.909 0.433 -0.19 -0.33 0.27
O -1.563 0.840 0.165 0.16 0.12 0.18
C -4.874 0.319 1.514 -0.11 -0.21 0.29
H -5.450 -1.824 4.056 -0.04 0.00 0.00
H -3.388 1.631 -0.125 0.08 -0.01 -0.07
H -5.383 1.017 0.862 0.00 0.03 -0.03
N 1.798 2.236 -0.061 -0.01 0.09 0.04
C 1.291 2.111 -1.414 -0.22 0.11 -0.07
C 2.271 2.523 -2.549 0.05 0.03 0.08
C 1.857 3.772 -3.345 0.13 0.11 -0.12
C 1.074 3.480 -4.628 -0.04 -0.10 0.09
N -0.053 2.598 -4.347 0.09 -0.27 0.04
C -1.336 2.852 -4.436 -0.05 -0.11 0.07
N -1.830 3.985 -4.960 0.01 0.01 -0.02
N -2.189 1.925 -3.968 0.07 0.07 -0.02
C 0.712 0.708 -1.627 -0.05 0.09 -0.07
O 0.199 0.417 -2.729 -0.03 0.34 -0.15
O 0.779 -0.095 -0.663 0.14 -0.40 0.09
H 2.053 3.195 0.141 0.06 -0.03 0.01
H 2.608 1.645 0.094 -0.02 -0.02 -0.01
H 0.410 2.769 -1.458 0.07 -0.06 -0.09
H 2.463 1.686 -3.226 -0.06 0.00 -0.03
H 3.227 2.731 -2.064 -0.02 0.01 -0.02
H 2.748 4.334 -3.630 -0.03 -0.02 -0.06
H 1.272 4.438 -2.705 -0.04 0.00 0.01
H 1.714 2.981 -5.359 0.01 -0.02 0.05
H 0.730 4.401 -5.099 0.03 0.03 0.09
H 0.164 1.699 -3.857 0.06 0.15 0.06
H -1.235 4.604 -5.481 -0.01 -0.03 0.03
H -2.817 4.059 -5.132 0.00 0.03 0.00
H -1.808 1.139 -3.455 0.01 0.04 0.01
H -3.175 2.104 -3.938 -0.03 -0.04 0.00
Br 6.182 -3.741 -1.420 0.06 -0.03 -0.04
C 4.861 -2.854 -0.408 -0.10 0.02 0.04
C 5.230 -1.898 0.524 0.00 -0.02 -0.03
C 4.258 -1.243 1.263 -0.03 -0.09 -0.04
C 2.909 -1.552 1.089 -0.28 -0.15 -0.10
C 2.553 -2.500 0.127 0.22 0.05 -0.10
C 3.522 -3.153 -0.615 0.04 0.02 0.01
N 1.882 -0.902 1.808 0.13 0.71 0.36
C 2.197 -0.385 3.002 0.07 -0.14 -0.37
C 1.350 0.606 3.540 0.01 0.22 0.23
C 1.544 1.211 4.800 0.05 -0.13 -0.14
C 0.706 2.214 5.199 -0.08 0.08 0.03
C -0.335 2.623 4.347 0.06 -0.06 -0.03
C -0.478 1.985 3.141 -0.12 0.00 -0.12
N 0.332 0.999 2.730 0.03 -0.30 -0.25
H 6.274 -1.653 0.666 0.02 -0.01 -0.01
H 4.557 -0.470 1.956 0.01 0.03 0.02
H 1.510 -2.706 -0.060 0.06 0.06 -0.06
H 3.232 -3.885 -1.356 0.04 -0.01 -0.02
H 3.101 -0.686 3.517 -0.02 0.02 0.07
H 2.355 0.870 5.427 0.02 -0.01 0.02
H 0.842 2.689 6.161 -0.01 0.01 0.00
H -1.017 3.413 4.621 0.00 0.02 0.03
H -1.268 2.253 2.450 0.00 0.03 0.05
```
Forces are in eV/Å.